(one)
Here is a cluster of 7 separate species, H15O7 in total from OMol25. Energies are from ωB97M-V/def2-TZVPD.

Structure (XYZ):
```
22
Properties=species:S:1:pos:R:3
O 0.5676 0.0646 -0.3509
H -0.3481 -0.3656 -0.2219
H 1.1125 -0.4429 -1.0211
H 0.4319 1.0250 -0.6493
O 0.2839 -2.4825 1.1615
H -0.0550 -2.9140 1.9571
H -0.3712 -2.6817 0.4874
O -1.8530 -0.9756 -0.6776
H -2.5356 -0.4393 -1.1033
H -2.3189 -1.7644 -0.3709
O 1.1615 1.0744 2.8260
H 1.7274 0.4671 2.3363
H 0.2619 0.8860 2.5191
O -1.5478 1.1342 1.5894
H -2.1553 1.8846 1.5629
H -1.9751 0.4986 2.1797
O 0.3314 2.4941 -1.4264
H 0.6657 3.0630 -2.1315
H -0.4890 2.9144 -1.1318
O 2.1137 -1.0311 -2.2384
H 2.4077 -1.9327 -2.4226
H 2.5839 -0.4763 -2.8739
```

The HOMO-LUMO gap comes out at 10.2047 eV. The total charge is +1.

***

(two)
Here is a cluster of 7 separate species, H15O7 in total from OMol25. Energies are from ωB97M-V/def2-TZVPD.

Structure (XYZ):
```
22
Properties=species:S:1:pos:R:3
O -0.4949 -1.0767 -0.4968
H -0.6869 -0.2827 0.0442
H -0.4799 -0.7927 -1.4608
H 0.4181 -1.3957 -0.3328
O -1.7599 1.2533 -0.0828
H -2.4889 1.8243 -0.2378
H -1.9599 1.0433 0.8252
O 2.2401 -1.3157 0.0542
H 2.6151 -0.6627 0.6552
H 2.9971 -1.4017 -0.4838
O 1.2721 1.3903 -1.2048
H 1.7621 1.2873 -0.3908
H 0.5121 1.9473 -0.9638
O 0.1101 -1.1437 -3.1218
H -0.5719 -0.8237 -3.7098
H 0.4261 -1.9937 -3.4098
O 0.2841 -0.2957 1.9402
H 1.1381 -0.6247 2.1482
H 0.6691 0.5803 2.0122
O -2.3779 0.7833 2.5662
H -1.5869 0.2643 2.5202
H -2.0379 1.4363 3.1292
```

The HOMO-LUMO gap comes out at 11.4815 eV. The total charge is +1.

***

Most stable pick: (one). Distance to second place: 0.0296 hartree.

***

(one)
Here is a structure of composition C3H4LiO4Pm from OMol25. Energies are from ωB97M-V/def2-TZVPD.

Structure (XYZ):
```
13
Properties=species:S:1:pos:R:3
O -1.5904 -0.0861 1.2481
C -1.7229 0.9504 0.4823
C -1.9749 -1.3779 0.2678
O -0.7437 1.6221 0.1157
O -2.7466 0.7708 -0.3300
C -2.9176 -0.6182 -0.6830
H -2.4794 -1.9496 1.0573
H -1.6229 -2.2759 -0.2541
H -3.9677 -0.8747 -0.5170
H -2.6460 -0.7169 -1.7399
O 1.4625 -0.8848 -0.5873
Pm 1.6308 1.3271 -0.6044
Li 2.4863 -2.1878 -1.0908
```

The HOMO-LUMO gap (spin up / spin down) comes out at 7.5469 / 8.3968 eV. The total charge is +2. The multiplicity is 5.

***

(two)
Here is a structure of composition C3H4LiO4Pm from OMol25. Energies are from ωB97M-V/def2-TZVPD.

Structure (XYZ):
```
13
Properties=species:S:1:pos:R:3
H -2.3702 0.9376 1.2026
C -1.6558 0.5699 0.4541
C -2.3426 -0.1650 -0.6266
O -1.7607 -0.9259 0.4238
H -3.4355 -0.2145 -0.6482
H -1.8637 -0.2893 -1.6035
O 1.2821 -0.6866 0.1864
C 2.4513 -0.2235 0.3898
O 3.5303 -0.6166 -0.1026
Li -0.1344 -1.8876 0.3509
H 3.4623 0.9794 -0.4547
Pm 0.4196 1.4055 0.3350
O 2.4173 1.1167 0.0929
```

The HOMO-LUMO gap (spin up / spin down) comes out at 8.0318 / 8.2709 eV. The total charge is +2. The multiplicity is 5.

***

Most stable pick: (one). Distance to second place: 0.0574 hartree.

***

(one)
Here is a structure of composition C7H13NO3 from OMol25. Energies are from ωB97M-V/def2-TZVPD.

Structure (XYZ):
```
24
Properties=species:S:1:pos:R:3
C -3.9073 0.0977 -0.4310
C -1.5719 -0.4802 0.2722
C -0.2100 0.0718 0.5651
C 0.7122 -0.8663 -0.2056
C 2.2322 -0.4803 0.3057
C 2.3806 0.8736 -0.2443
C 1.3511 1.8181 0.3075
H -3.8050 -0.5088 -1.1854
H -4.1053 0.9344 -0.7379
H -4.0752 -0.4144 0.4401
H -0.0762 0.0059 1.4742
H 0.7402 -1.6479 0.3481
H 0.9526 -1.1760 -1.1050
H 2.1759 -0.4244 1.4910
H 3.9348 -1.3584 -0.3683
H 2.4245 0.9542 -1.6126
H 3.5497 1.3444 -0.3327
H 1.7624 2.5610 -0.3446
H 1.6559 1.7192 1.4105
H -0.1212 1.4093 -1.1281
N -0.0402 1.4959 0.0086
O -2.4813 0.5342 -0.1572
O -1.9095 -1.5303 0.3479
O 3.0591 -1.5134 -0.4190
```

The HOMO-LUMO gap comes out at 9.9644 eV.

***

(two)
Here is the molecule C7H13NO3 from OMol25. Energies are from ωB97M-V/def2-TZVPD.

Structure (XYZ):
```
24
Properties=species:S:1:pos:R:3
O 2.5337 0.6291 -0.3811
C 1.5662 0.5334 0.5997
C 0.2878 1.5798 0.3639
C -0.6994 1.0061 -0.6138
C -2.0934 0.3230 -0.4086
C -1.7728 -1.2150 -0.1305
C -0.1689 -0.9632 0.2258
O -0.4356 -0.3640 1.4956
N -0.0180 -0.1153 -1.0778
C 1.3088 -1.1025 0.4244
O 2.0729 -1.7311 -0.5719
H 3.3374 1.4551 -0.1385
H 1.8562 0.6326 1.6201
H -0.0386 1.8786 1.3392
H 0.9062 2.4159 -0.1004
H -0.7398 1.7521 -1.3900
H -2.6407 0.3042 -1.4384
H -2.7914 0.8583 0.3484
H -1.9582 -1.9740 -0.9380
H -2.3875 -1.5788 0.7563
H -1.3917 -0.8898 1.8743
H -0.5700 -0.5348 -1.8805
H 1.5237 -1.6992 1.3575
H 2.3131 -1.2006 -1.3359
```

The HOMO-LUMO gap comes out at 9.2611 eV.

***

Most stable pick: (two). Distance to second place: 0.0330 hartree.

***

(one)
Here is the molecule C5H7IN2 from OMol25. Energies are from ωB97M-V/def2-TZVPD.

Structure (XYZ):
```
15
Properties=species:S:1:pos:R:3
C 1.8189 1.9758 0.1030
C 0.4420 2.0689 -0.7144
C 2.6134 1.0490 0.4341
C -1.7130 -2.0622 0.1847
C -0.7746 -0.8479 0.2682
N -0.3522 1.1509 -0.8217
N -0.7908 0.0346 -0.9418
I 3.3365 -0.6938 -0.1999
H 1.9089 2.9038 0.5992
H 0.1101 3.1837 -0.8861
H -1.5987 -2.5155 1.2398
H -1.5409 -2.8861 -0.6195
H -2.7115 -1.7326 0.0129
H 0.3041 -1.2918 0.1769
H -1.0522 -0.3369 1.1646
```

The HOMO-LUMO gap (spin up / spin down) comes out at 8.4751 / 6.5289 eV.

***

(two)
Here is a structure of composition C5H7IN2 from OMol25. Energies are from ωB97M-V/def2-TZVPD.

Structure (XYZ):
```
15
Properties=species:S:1:pos:R:3
C -0.1466 -0.2822 0.1240
C 0.0820 0.8690 0.9908
C 0.3197 -0.6027 -1.1052
C -0.4213 1.3550 2.3299
C -0.2770 -1.7277 -1.8660
N 0.8552 1.5839 0.1984
N 1.3509 1.8007 -0.8126
I 2.2457 -0.3922 -1.9040
H -1.1857 -0.7780 0.3656
H 0.3812 1.5944 2.9424
H -0.9952 0.4748 2.8126
H -0.9523 2.2374 2.3321
H -1.2455 -2.1584 -1.5431
H 0.4778 -2.4789 -1.9982
H -0.4890 -1.4951 -2.8668
```

The HOMO-LUMO gap comes out at 8.0957 eV.

***

Most stable pick: (two). Distance to second place: 0.1032 hartree.